The following is a quantum chemistry calculation of a 6-piece molecular cluster, C15H34NO11P overall at a distorted geometry, from the Open Molecules 2025 dataset.

- Relative energy (zero: lowest compared OMol25 entry of this formula, charge and spin): 88.6 kcal/mol
- Highest occupied orbital energy: 1.542 eV
- Net charge: -2
- F_max: 8.0 eV/A
- HOMO-LUMO gap: 0.083 Ha
- E_tot: -49397.44710 eV

XYZ file:
```
62
Properties=species:S:1:pos:R:3:forces:R:3:mulliken_charge:R:1
N 35.016 0.551 57.094 2.152 5.200 -1.936 0.6532
H 35.797 0.014 57.397 -1.595 1.855 1.284 0.0432
H 34.272 -0.070 57.269 0.258 1.560 0.192 0.6059
H 35.296 0.947 56.107 -1.678 -0.854 2.639 0.0316
H 35.089 1.210 57.939 -0.808 -0.422 -0.606 -0.7081
P 34.717 1.182 60.219 3.175 6.430 -2.804 0.0767
O 35.061 0.104 59.270 1.780 -5.047 -1.321 -0.5921
O 35.757 2.398 60.047 1.795 -1.243 0.305 -0.7450
O 34.552 0.875 61.581 -1.171 -2.709 7.394 -0.9657
O 33.602 1.919 59.550 -6.038 -1.407 -0.359 -0.5620
O 36.349 0.256 55.116 2.766 -3.118 -1.760 -0.5652
C 36.885 -0.854 55.333 -2.136 3.381 -0.689 0.8993
O 37.483 -1.567 54.420 1.297 -1.379 -1.712 -0.3338
C 37.479 -1.229 53.037 -1.751 2.177 -1.608 -0.2403
C 38.312 -2.234 52.207 0.579 6.149 -2.540 -1.2573
C 36.680 -1.590 56.607 1.408 5.841 -0.811 -2.1422
H 37.474 -0.119 52.852 2.379 -0.479 0.675 0.3252
H 36.466 -1.070 52.632 -0.790 -1.992 0.467 0.2800
H 38.052 -2.284 51.079 0.459 0.870 1.748 0.3236
H 38.062 -3.119 52.485 -1.255 -5.839 2.286 0.4402
H 39.368 -2.023 52.365 0.075 -0.300 -0.237 0.2782
H 35.883 -2.083 56.294 -4.570 -2.197 -0.328 0.5727
H 36.466 -0.617 57.163 2.955 -4.864 0.336 1.0489
H 37.376 -2.303 56.684 3.147 -2.128 1.437 0.4386
O 32.829 0.704 55.089 -3.596 -4.848 2.664 -0.3960
C 32.171 -0.209 55.731 2.310 4.017 -2.092 0.5958
O 31.085 -0.863 55.227 0.309 0.987 0.065 -0.2898
C 30.771 -0.568 53.894 -2.364 1.386 -2.593 -0.1638
C 29.461 -1.393 53.464 0.519 -0.623 2.301 -1.0724
C 32.482 -0.672 57.098 0.411 -2.158 0.677 -0.9061
H 31.598 -0.859 53.271 0.401 -0.426 -0.340 0.2852
H 30.617 0.555 53.535 0.292 -1.922 1.724 0.2200
H 29.207 -1.240 52.391 0.333 -0.339 0.814 0.3454
H 28.533 -1.173 54.124 1.604 0.143 -1.127 0.2605
H 29.709 -2.477 53.775 -0.495 1.386 -1.111 0.2607
H 33.559 -0.830 57.201 -2.075 -1.196 -0.096 0.3734
H 32.191 -1.722 57.239 -0.773 0.311 -0.112 0.2677
H 32.180 -0.099 57.982 0.052 0.523 -0.346 0.3045
O 35.334 5.284 57.043 -0.889 -2.121 -1.666 -0.6941
C 34.674 4.237 57.135 1.347 2.709 -1.963 0.3641
O 34.325 3.366 55.921 -0.089 1.280 1.951 -0.1093
C 34.705 3.725 54.576 1.933 -4.131 2.077 -0.4373
C 34.035 2.738 53.616 -1.469 -0.630 -0.738 -0.8518
C 34.193 3.778 58.391 -1.420 3.105 -0.835 0.0925
H 35.814 3.573 54.597 -0.664 0.841 -0.657 0.1199
H 34.324 4.633 54.333 -0.398 3.195 -0.642 0.5770
H 32.901 2.915 53.703 1.554 -0.347 -0.360 0.1811
H 34.167 1.637 53.717 0.247 1.052 0.762 0.1545
H 34.356 2.860 52.557 -0.200 0.730 0.467 0.4158
H 34.031 2.722 58.486 0.222 -0.943 0.643 -0.4345
H 33.154 4.124 58.578 -0.212 -0.340 -0.939 0.3621
H 34.617 4.353 59.226 0.818 -0.945 -0.483 0.2277
C 39.823 1.645 57.268 -3.935 0.541 0.432 -1.6776
C 38.524 2.370 57.648 -5.034 -0.384 -4.420 1.1561
O 37.584 2.405 56.702 4.765 -0.230 4.223 -0.4697
C 38.293 2.931 58.987 0.524 -0.337 -0.687 -1.4506
H 40.573 2.254 57.015 2.547 2.964 -1.839 0.4828
H 39.531 0.990 56.512 -0.005 -1.166 -1.354 0.2639
H 40.275 1.200 58.056 0.755 -2.086 2.855 0.4960
H 38.538 2.239 59.744 0.767 -1.358 0.828 0.4457
H 37.298 3.140 59.355 -1.321 0.412 -0.566 0.3749
H 39.047 3.673 59.044 0.795 1.463 0.428 0.4202
```
Forces are in eV/Å.